DFT (ωB97M-V with the def2-TZVPD basis set) results for an isolated molecule of C5H5BrO2 in a non-equilibrium geometry.

LUMO level = 0.7 eV
E_HOMO = -8.87 eV
HOMO-LUMO gap = 9.56 eV
SMILES string = OCc1ccoc1Br
charge = 0
DFT total energy = -79401.74565 eV
energy above the lowest of the compared OMol25 structures with the same formula, charge and spin = 0.936 eV

```
13
Properties=species:S:1:pos:R:3:nbo_charge:R:1
Br -2.60 -0.78 -0.11 0.118
O -1.36 1.54 0.24 -0.398
O 0.56 -2.07 0.86 -0.689
C 0.15 -0.05 -0.26 -0.148
C -1.13 0.25 0.00 0.138
C -0.18 2.12 0.17 0.096
C 0.79 1.26 -0.14 -0.292
C 0.68 -1.44 -0.37 -0.082
H 0.14 -2.00 -1.16 0.170
H 1.67 -1.43 -0.65 0.190
H 1.86 1.43 0.00 0.235
H -0.11 3.10 0.43 0.198
H -0.46 -1.95 1.01 0.463
```